1.
{"formula": "C4H7N2", "method": "ωB97M-V/def2-TZVPD", "symbols": ["N", "N", "C", "C", "C", "C", "H", "H", "H", "H", "H", "H", "H"], "xyz": [[-0.55446, 1.43493, 0.01260], [2.66909, 0.01468, -0.01560], [-1.60336, -1.32325, 0.02715], [3.48171, -0.77633, 0.18351], [1.67096, 0.82546, -0.08949], [0.29255, 0.46860, 0.00663], [1.87185, 1.79965, -0.63134], [-0.22573, 2.37241, -0.21126], [-1.50062, 1.25410, -0.29897], [4.34070, -1.52003, 0.13183], [-2.04987, -1.61503, 0.95630], [-2.17078, -0.62573, -0.69543], [-0.82025, -1.91895, -0.47429]], "mulliken_spin": [-0.006, -0.041, 0.947, 0.089, 0.221, 0.628, 0.036, 0.060, 0.001, 0.000, 0.028, 0.018, 0.020], "multiplicity": 3, "lumo_ha": [-0.165, -0.245], "max_force_ev_per_a": 4.61, "total_charge": 1, "orbital_gap_ha": [0.274, 0.256], "de_lowest_kj_mol": 327.3, "homo_ev": [-11.9505, -13.6409]}

2.
{"formula": "C39H50BF2N6Zn", "method": "ωB97M-V/def2-TZVPD", "symbols": ["Zn", "F", "F", "N", "N", "N", "N", "N", "N", "C", "C", "C", "C", "C", "C", "C", "C", "C", "C", "C", "C", "C", "C", "C", "C", "C", "C", "C", "C", "C", "C", "C", "C", "C", "C", "C", "C", "C", "C", "C", "C", "C", "C", "C", "C", "C", "C", "C", "B", "H", "H", "H", "H", "H", "H", "H", "H", "H", "H", "H", "H", "H", "H", "H", "H", "H", "H", "H", "H", "H", "H", "H", "H", "H", "H", "H", "H", "H", "H", "H", "H", "H", "H", "H", "H", "H", "H", "H", "H", "H", "H", "H", "H", "H", "H", "H", "H", "H", "H"], "xyz": [[-0.24845, 0.18050, 0.03746], [-1.44986, -2.87761, 1.53446], [-1.91839, -0.98372, 2.85008], [2.14238, 0.31870, -0.58488], [-0.45108, 1.59741, 1.37239], [-1.41721, 0.92442, -1.32855], [-0.19909, -1.70062, -0.88885], [1.70609, 0.68130, -2.94920], [0.29624, -1.36255, 2.10713], [3.98200, -3.86938, 4.12086], [-1.12987, 3.53403, 2.32877], [-2.98118, 3.98643, -2.73264], [1.23036, -2.45669, 1.81082], [-0.29157, -3.52119, -4.10304], [0.59362, -3.65710, -1.70928], [1.81575, -1.59760, 3.86651], [2.94459, -3.82587, 3.06008], [0.90037, -0.67359, 3.17892], [2.49587, -1.15987, 5.19464], [1.81594, -0.39758, -3.91111], [-3.11286, 1.17501, -4.61564], [0.81121, 0.67045, 3.40627], [-1.15285, 2.72604, 1.17373], [0.54996, -2.83105, -0.59656], [-1.80983, 2.99865, -0.10687], [-1.81178, 0.35577, -2.50459], [2.88079, -4.61296, -2.27239], [1.55018, -0.93737, 6.38244], [-4.47960, 0.50992, -4.53679], [1.27385, -3.09403, 0.62939], [1.44739, -4.93989, -1.79916], [-1.75568, 4.87252, 2.45084], [-1.87742, 2.22771, -1.18169], [0.23479, 3.30499, 4.51318], [-0.17150, -3.04491, -2.70886], [1.27296, 2.02190, -3.35843], [-0.40600, 2.80834, 3.26180], [-1.05795, -4.88882, -4.24180], [-0.61702, -1.84134, -2.17955], [-2.59411, 2.52648, -2.45211], [2.01467, 0.51069, -1.71173], [-1.51026, -0.90653, -2.93198], [-1.72590, 4.85811, -2.90015], [2.07040, -2.62815, 3.02126], [-3.14827, 4.82583, 3.00669], [-2.52339, 1.40756, -3.22482], [1.54374, 4.05057, 4.27271], [0.04085, 1.63530, 2.65435], [-1.07931, -1.75888, 2.16061], [-4.41935, -0.50912, -4.08747], [-1.23395, 5.06992, -1.97818], [3.30561, -3.81690, -1.61246], [4.56137, -4.81905, 4.01020], [2.32211, -4.70581, 2.94172], [0.75791, 2.55596, -2.53973], [2.05603, -3.84454, 0.55230], [-3.87783, 4.19919, 2.44967], [-2.06965, 5.83644, -3.32907], [1.55300, -5.46255, -0.84692], [2.15755, 3.44510, 3.65500], [0.86244, -0.73025, -4.31367], [-1.73563, 5.39020, 1.45756], [-0.82354, -2.73283, -4.63678], [-3.59824, 5.82811, 3.14234], [3.53977, -5.40399, -2.15329], [2.02433, 4.13771, 5.27329], [-1.00980, 4.45964, -3.61964], [0.42052, 2.45095, 5.19460], [3.30190, -1.85976, 5.49261], [-2.28076, 4.02795, -0.12076], [3.45237, -3.90984, 5.08336], [-0.59566, -5.73415, -3.77588], [0.69589, -0.35570, 6.08185], [0.99205, -5.65480, -2.46380], [2.75823, -4.12096, -3.28873], [-1.09976, -5.18624, -5.26850], [2.02965, -0.48318, 7.19906], [-1.13968, 5.50700, 3.09187], [1.40248, 5.06983, 3.80768], [2.16226, 2.60241, -3.61912], [1.29780, 1.08999, 4.32953], [2.42284, -0.17439, -4.76268], [-2.54693, 0.39893, -5.19940], [-4.90994, 0.46639, -5.57587], [1.14395, -1.88125, 6.75691], [-3.58962, 4.36076, -1.92681], [-3.61785, 4.02500, -3.61213], [2.88934, -0.15061, 5.02152], [-1.80084, -1.34954, -3.86264], [4.61932, -2.95583, 4.07827], [-3.10390, 4.32135, 3.99607], [3.51982, -3.83284, 2.07349], [-2.10574, -4.80694, -3.85634], [-5.12428, 1.05414, -3.79509], [0.56571, 1.83183, -4.23515], [-0.51243, 3.93692, 5.02960], [-3.25004, 2.09767, -5.16700], [0.68353, -3.63485, -4.58846], [2.25412, -1.18886, -3.34765]], "mulliken_charge": [-0.149, -0.253, -0.265, -0.766, -0.177, -0.049, 0.493, 0.106, 1.388, -1.647, 0.819, -1.246, -0.577, -0.774, 0.790, -0.487, -0.325, 0.084, -0.607, -0.895, -0.837, -0.009, 0.068, -0.580, -0.792, 0.066, -1.159, -1.370, -1.199, -0.135, -1.109, -1.010, -0.062, -1.330, 0.896, -0.912, 1.600, -1.393, -0.469, 0.918, 0.674, -0.963, -1.014, 0.111, -1.236, 0.447, -1.199, -0.374, -0.025, 0.261, 0.290, 0.207, 0.437, 0.509, 0.198, -0.005, 0.247, 0.375, 0.501, 0.287, 0.250, 0.353, 0.313, 0.393, 0.499, 0.357, 0.197, 0.457, 0.252, -0.069, 0.308, 0.293, 0.324, 0.210, 0.210, 0.476, 0.398, 0.293, 0.316, 0.378, -0.169, 0.450, 0.234, 0.363, 0.370, 0.408, 0.483, 0.312, 0.573, 0.325, 0.314, 0.281, 0.273, 0.282, 0.283, 0.465, 0.520, 0.316, 0.336], "lumo_ha": 0.096, "max_force_ev_per_a": 3.70, "total_charge": -1, "orbital_gap_ha": 0.185, "de_lowest_kj_mol": 123.1, "homo_ev": -2.4094}

3.
{"formula": "C2H3F3N4", "method": "ωB97M-V/def2-TZVPD", "symbols": ["F", "F", "F", "N", "N", "N", "N", "C", "C", "H", "H", "H"], "xyz": [[2.29521, -0.90231, -0.00007], [1.57920, 0.96418, -1.11450], [2.06387, 1.18890, 0.92099], [0.32524, -0.36357, 0.09476], [-0.14501, -1.70924, -0.38672], [-1.67122, -0.29505, -0.29180], [-1.34414, -1.61350, -0.55140], [1.67230, 0.25883, -0.00241], [-0.64743, 0.56510, 0.40413], [-0.79818, 0.51825, 1.49381], [-0.68474, 1.55725, -0.01238], [-2.64510, -0.16887, -0.55440]], "mulliken_charge": [-0.230, -0.235, -0.233, 0.179, -0.195, -0.060, -0.312, 0.735, -0.358, 0.208, 0.289, 0.213], "lumo_ha": 0.033, "max_force_ev_per_a": 5.53, "total_charge": 0, "orbital_gap_ha": 0.360, "smiles": "FC(F)(F)N1CNN=N1", "de_lowest_kj_mol": 152.9, "homo_ev": -8.9142}

4.
{"formula": "C2H7N", "method": "ωB97M-V/def2-TZVPD", "symbols": ["N", "C", "C", "H", "H", "H", "H", "H", "H", "H"], "xyz": [[-4.72732, -2.36436, -3.11134], [-4.85247, -2.73513, -1.91377], [4.91580, 2.77170, 2.30441], [5.09525, 3.78963, 2.66100], [-4.35478, -2.18049, -1.12703], [-5.43421, -3.60969, -1.58812], [5.35582, 2.09785, 3.04273], [5.39587, 2.60628, 1.33238], [-5.24774, -2.99400, -3.72237], [3.85378, 2.61820, 2.12210]], "mulliken_charge": [-0.467, -0.235, -0.882, 0.220, 0.254, 0.202, 0.218, 0.222, 0.247, 0.222], "lumo_ha": 0.046, "max_force_ev_per_a": 0.49, "total_charge": 0, "orbital_gap_ha": 0.424, "smiles": "C=N.C", "de_lowest_kj_mol": 83.8, "homo_ev": -10.2817}

5.
{"formula": "C2F6NO2S2Sr", "method": "ωB97M-V/def2-TZVPD", "symbols": ["Sr", "S", "S", "F", "F", "F", "F", "F", "F", "O", "O", "N", "C", "C"], "xyz": [[-0.07318, -2.58399, 0.02926], [1.30213, 0.33959, 1.17661], [-0.82992, 0.66901, -0.65864], [3.68184, 1.11590, 0.38344], [-3.37789, 1.01671, -1.05162], [-2.64938, 1.91211, 0.77557], [-2.93395, -0.22884, 0.65490], [2.06692, 1.91126, -0.80354], [2.69547, -0.14050, -1.06642], [1.31620, -1.19552, 0.94573], [-0.86164, -0.82192, -1.06616], [-0.11470, 0.98109, 0.78241], [-2.58341, 0.86078, -0.01097], [2.52336, 0.83558, -0.18928]], "mulliken_charge": [2.056, 0.410, 0.419, -0.211, -0.188, -0.196, -0.239, -0.200, -0.196, -0.903, -0.909, -0.333, 0.783, 0.707], "lumo_ha": -0.179, "max_force_ev_per_a": 1.37, "total_charge": 1, "orbital_gap_ha": 0.306, "de_lowest_kj_mol": 10.8, "homo_ev": -13.1946}

6.
{"formula": "C63H60N9OS4SbTi", "method": "ωB97M-V/def2-TZVPD", "symbols": ["Sb", "Ti", "S", "S", "S", "S", "O", "N", "N", "N", "N", "N", "N", "N", "N", "N", "C", "C", "C", "C", "C", "C", "C", "C", "C", "C", "C", "C", "C", "C", "C", "C", "C", "C", "C", "C", "C", "C", "C", "C", "C", "C", "C", "C", "C", "C", "C", "C", "C", "C", "C", "C", "C", "C", "C", "C", "C", "C", "C", "C", "C", "C", "C", "C", "C", "C", "C", "C", "C", "C", "C", "C", "C", "C", "C", "C", "C", "C", "C", "H", "H", "H", "H", "H", "H", "H", "H", "H", "H", "H", "H", "H", "H", "H", "H", "H", "H", "H", "H", "H", "H", "H", "H", "H", "H", "H", "H", "H", "H", "H", "H", "H", "H", "H", "H", "H", "H", "H", "H", "H", "H", "H", "H", "H", "H", "H", "H", "H", "H", "H", "H", "H", "H", "H", "H", "H", "H", "H", "H"], "xyz": [[-2.52982, -1.29224, 1.81519], [-0.98467, 0.73657, -0.75085], [1.62625, 0.09613, -2.77556], [2.27956, -2.18422, -1.34470], [-3.21932, 1.81137, 0.34359], [1.45962, 1.07041, 1.33338], [-1.34304, 2.28391, -1.89109], [0.37699, 0.20677, -1.89976], [-1.94405, -0.92546, -1.60805], [2.50557, 0.81804, 0.28688], [-1.03664, 4.03527, 0.56274], [2.71483, -0.86257, -2.36855], [-2.78826, 1.69068, -3.52495], [0.01913, 1.07025, 0.73938], [-4.31242, 3.51083, 1.98672], [-2.23680, 4.14120, 1.27235], [-3.26785, 0.04571, 3.29020], [2.83968, 4.73146, 2.16024], [0.36044, -1.10073, -6.98755], [1.27965, -2.14715, 4.51357], [-3.22559, 3.25200, 1.25253], [0.87104, 3.05178, 3.18200], [-1.21746, -2.04863, -1.50487], [6.65137, 0.11691, 0.62310], [2.65778, 3.47335, 1.59800], [-1.17074, -3.00154, -2.50026], [-5.46166, -0.87028, 0.75687], [3.90098, -4.02634, -0.27404], [-2.65045, -1.62454, -3.76914], [6.24328, -3.02439, -1.35696], [1.68546, -0.87905, 4.89822], [3.66650, 4.09463, -3.29938], [-1.28162, 3.56518, -3.89266], [1.12578, -0.33301, -4.44757], [3.99430, 3.03271, -4.13414], [-2.71239, -2.99148, 4.40149], [-1.89961, -2.78354, -3.65739], [2.05438, 5.14103, 3.22469], [-4.30181, -2.70865, -0.23894], [4.40944, -0.36444, 1.37278], [3.87041, -2.89164, -1.08150], [1.41582, -0.11794, 2.64945], [-4.31760, -1.65976, 0.68201], [6.28533, -4.15569, -0.55914], [-2.61814, -3.05963, 3.01470], [-2.80472, -4.15535, 5.15556], [0.03486, 0.27577, -5.04973], [2.01960, 2.73793, -2.19010], [2.67752, 3.95132, -2.33577], [-2.57077, -4.31123, 2.40165], [1.06740, 4.30367, 3.73483], [6.13939, 1.04055, -0.27724], [-4.50753, -0.10717, 3.90541], [3.89745, 0.56370, 0.47306], [-6.53490, -2.18179, -0.95302], [-4.08258, 1.82387, 5.28109], [2.36075, 1.68704, -3.02761], [4.77330, 1.25924, -0.35578], [-2.63995, -0.70408, -2.73732], [3.33697, 1.81939, -4.00808], [-2.79128, -5.39429, 4.53467], [-6.56312, -1.12946, -0.05057], [1.03545, -1.39658, 2.24607], [-2.83780, 1.97432, 4.68367], [-2.66427, -5.47253, 3.15508], [-1.81501, 2.45808, -3.04399], [1.76184, 0.14882, 3.96624], [-2.43964, 1.09282, 3.68695], [5.03945, -2.38289, -1.62229], [1.67680, 2.64377, 2.12119], [5.77821, -0.58230, 1.44249], [-3.45788, 0.56898, -2.83898], [5.10656, -4.65258, -0.01498], [1.83666, -1.32919, -5.09751], [1.44412, -1.71022, -6.37588], [0.96663, -2.41082, 3.18486], [-5.39775, -2.97317, -1.04777], [-0.34753, -0.10309, -6.32461], [-4.91742, 0.78563, 4.88836], [2.67297, -1.79894, -4.59789], [6.15959, -1.31373, 2.14267], [-7.39835, -2.39380, -1.56905], [2.21625, 6.11335, 3.66975], [-4.35684, 0.35776, -3.41462], [-0.65725, -2.17890, -0.58687], [3.75290, -0.93953, 2.01174], [-4.39560, 2.50186, 6.06383], [-5.36764, -3.79933, -1.74645], [-1.19056, 0.37228, -6.80924], [-2.89063, -4.08962, 6.23219], [-4.37857, 4.32160, 2.57994], [0.46100, 4.62624, 4.57052], [-2.17749, 2.77204, 5.00261], [3.58780, 0.98826, -4.65299], [0.83690, -1.58830, 1.19976], [-1.47815, 1.21808, 3.19975], [-5.50232, -0.03990, 1.45044], [5.00879, -1.48929, -2.22851], [-3.42926, -3.34575, -0.33109], [-3.78017, 0.90255, -1.85322], [7.71629, -0.06115, 0.68013], [1.99097, -2.48739, -6.89183], [4.37703, 1.98154, -1.05960], [-3.09707, 1.89994, -4.46214], [3.60715, 5.38457, 1.76838], [-7.44842, -0.51260, 0.03202], [1.22048, -2.93952, 5.24711], [-2.87499, -6.29755, 5.12355], [-5.88334, 0.66013, 5.35986], [5.12580, -5.53728, 0.60677], [-1.21022, 4.23116, -0.41833], [0.66959, -3.40746, 2.88528], [-3.24915, -1.43303, -4.64928], [2.42721, 4.78072, -1.68699], [-2.71246, -2.03522, 4.90988], [4.19061, 5.03546, -3.39853], [0.10727, 2.39676, 3.57756], [-0.19312, 3.55852, -3.83276], [2.98424, -4.41583, 0.15478], [7.22567, -4.65085, -0.36248], [0.06561, -1.39995, -7.98412], [-0.50973, 1.03777, -4.51493], [-1.59831, 3.48673, -4.93028], [2.11364, 1.12459, 4.26743], [1.27147, 2.59458, -1.42080], [-5.15018, -0.93897, 3.64210], [7.15695, -2.62913, -1.78071], [3.27294, 3.13825, 0.77578], [4.76437, 3.14978, -4.88398], [6.80522, 1.59601, -0.92552], [-0.56142, -3.88303, -2.36425], [-1.89128, -3.50898, -4.45957], [1.94977, -0.68357, 5.92836], [-2.45972, -4.39870, 1.32753], [-0.66749, 3.08571, 0.66326], [-5.01065, 2.79400, 2.08454], [-2.30178, 4.94664, 1.87831], [-1.63403, 4.51614, -3.48868], [-2.63680, -6.43714, 2.66591]], "mulliken_charge": [-0.811, 1.428, 1.126, 0.048, -0.095, 1.067, 0.420, 0.437, 2.033, 0.547, -0.288, -0.095, 0.305, 1.090, -0.299, -0.169, 0.621, -1.028, -0.787, -0.853, 0.405, 0.307, 0.121, -0.899, -0.743, -0.977, -0.392, -0.646, -0.956, -0.685, -1.172, -0.891, -1.135, -0.074, -0.917, -0.559, -1.023, -0.888, -0.629, -0.264, 1.001, 0.618, 1.709, -0.626, 1.141, -0.885, 0.084, 0.797, -0.907, -0.629, -0.927, -1.062, -0.541, -0.291, -0.826, -0.793, 0.624, 0.560, 1.271, -0.552, -0.575, -0.816, 0.078, -0.024, -0.769, -0.044, -0.724, 0.137, -0.786, 0.438, -1.020, -1.828, -0.703, -0.669, -0.696, -0.695, -0.670, -0.628, -0.907, 0.539, 0.521, 0.422, 0.448, 0.815, -0.012, 0.663, 0.430, 0.520, 0.490, 0.446, 0.209, 0.546, 0.491, 0.552, -0.333, -0.682, 0.280, 0.306, -0.131, -0.494, 0.436, 0.488, 0.114, 0.391, 0.492, 0.477, 0.449, 0.410, 0.445, 0.421, 0.304, 0.578, 0.582, 0.475, 0.523, 0.438, 0.191, 0.167, 0.427, 0.413, 0.434, 0.228, 0.372, 0.790, -0.431, 0.535, 0.447, 0.385, 0.484, 0.442, 0.596, 0.591, 0.502, 0.265, -0.696, 0.151, 0.267, 0.399, 0.442], "lumo_ha": [-0.201, -0.201], "max_force_ev_per_a": 2.76, "total_charge": 2, "orbital_gap_ha": [0.210, 0.210], "de_lowest_kj_mol": 55.1, "homo_ev": [-11.1774, -11.1773]}